[1]
105
Properties=species:S:1:pos:R:3:lowdin_charge:R:1 method="wB97M-V/def2-TZVPD" gap_ha=0.269 homo_energy_ev=-6.792
Mg 1.59954 1.07172 -0.31926 0.583
C 0.45639 2.09189 2.61516 -0.109
C 1.55532 2.94406 2.60433 -0.095
C 1.52828 4.09907 1.83571 -0.098
C 0.41420 4.39941 1.06476 -0.075
C -0.68536 3.55250 1.07121 -0.076
C -0.66469 2.40342 1.85454 -0.117
H 0.46579 1.19089 3.21339 0.099
H 2.43374 2.69869 3.18655 0.108
H 2.39272 4.74751 1.80646 0.108
H 0.41028 5.28512 0.44353 0.109
H -1.55800 3.77687 0.47052 0.095
H -1.53339 1.75741 1.88320 0.078
O 3.07349 2.78225 -0.36737 -0.055
C 3.95589 1.97334 -0.03827 -0.527
C 5.44194 2.13700 -0.14554 -0.059
C 5.94736 0.86788 0.53616 -0.071
C 4.69122 0.01711 0.71245 -0.479
O 4.68800 -1.14273 1.07716 0.042
N 3.57429 0.75422 0.39890 0.079
H 5.77104 3.07841 0.29140 0.124
H 5.68018 2.15657 -1.21218 0.110
H 6.37331 1.05508 1.52359 0.120
H 6.68298 0.30878 -0.04014 0.116
C 0.67130 0.56911 -4.28262 -0.227
Si 1.57974 1.43166 -2.87236 0.521
C 1.37242 3.27348 -3.23818 -0.243
C 3.43329 1.06318 -3.18260 -0.303
C 4.00274 -0.14087 -2.75595 -0.126
C 5.35163 -0.42534 -2.92324 -0.098
C 6.18287 0.50897 -3.52695 -0.110
C 5.64883 1.71358 -3.96272 -0.104
C 4.29584 1.98107 -3.79156 -0.098
H 1.08096 0.93278 -5.22838 0.031
H -0.40022 0.76560 -4.28845 0.008
H 0.79987 -0.51338 -4.24942 0.012
H 1.63992 3.51149 -4.27168 0.025
H 1.97691 3.88213 -2.56609 0.018
H 0.32709 3.56108 -3.09791 0.003
H 3.37828 -0.88101 -2.26106 0.092
H 5.75494 -1.36887 -2.57643 0.102
H 7.23765 0.30042 -3.65608 0.097
H 6.28947 2.44777 -4.43508 0.099
H 3.91109 2.93428 -4.13039 0.091
C 2.90470 -3.41568 2.83161 -0.082
C 2.44233 -3.16377 1.39943 -0.211
C 1.78878 -1.85762 1.27893 -0.180
N 1.28062 -0.83144 1.22315 0.161
H 3.42332 -4.37199 2.87616 0.079
H 2.05947 -3.44790 3.51747 0.075
H 3.59238 -2.63232 3.14195 0.076
H 1.73013 -3.91899 1.05956 0.102
H 3.29146 -3.14714 0.71624 0.110
C -2.26872 -1.03541 0.68455 -0.421
C -3.52726 -1.71534 0.18071 -0.428
As -4.58915 -2.63108 1.57110 1.297
C -4.68529 -1.11224 2.79826 -0.425
C -3.70480 -0.75410 3.72099 -0.125
C -3.82881 0.41372 4.46203 -0.082
C -4.93019 1.24030 4.28696 -0.088
C -5.91516 0.88877 3.37641 -0.093
C -5.79482 -0.28458 2.64256 -0.142
C -3.15708 -3.68772 2.37435 -0.420
C -2.09823 -4.15778 1.60108 -0.125
C -1.13598 -4.99427 2.15205 -0.090
C -1.22052 -5.37441 3.48298 -0.093
C -2.27997 -4.92364 4.25754 -0.085
C -3.24409 -4.09204 3.70499 -0.129
P -1.33736 0.01455 -0.47583 1.020
C -2.48697 1.35903 -0.89841 -0.381
C -3.54887 1.70916 -0.06656 -0.104
C -4.29718 2.85439 -0.31405 -0.079
C -3.99588 3.65986 -1.40056 -0.088
C -2.94009 3.31816 -2.23839 -0.075
C -2.18903 2.18306 -1.98533 -0.107
C -1.32984 -1.03378 -1.97020 -0.383
C -2.30557 -1.00673 -2.96104 -0.097
C -2.25604 -1.89525 -4.02556 -0.074
C -1.23671 -2.83409 -4.10424 -0.084
C -0.26041 -2.87460 -3.11790 -0.088
C -0.30458 -1.97325 -2.06506 -0.121
H -1.53600 -1.76690 1.04027 0.056
H -2.47907 -0.40782 1.55504 0.046
H -3.30484 -2.45112 -0.59596 0.058
H -4.22078 -1.00058 -0.27346 0.059
H -2.82765 -1.37511 3.85140 0.099
H -3.05703 0.68219 5.17134 0.104
H -5.02086 2.15213 4.86126 0.102
H -6.78257 1.52166 3.24195 0.102
H -6.57699 -0.55287 1.93973 0.091
H -2.01062 -3.87567 0.55808 0.091
H -0.32201 -5.35368 1.53488 0.096
H -0.47080 -6.02506 3.91275 0.101
H -2.36035 -5.22446 5.29396 0.103
H -4.06723 -3.75481 4.32454 0.103
H -3.80284 1.09688 0.79097 0.086
H -5.11358 3.11338 0.34711 0.103
H -4.57812 4.55031 -1.59621 0.102
H -2.69368 3.94412 -3.08561 0.107
H -1.35470 1.94513 -2.63215 0.068
H -3.10797 -0.28022 -2.90558 0.108
H -3.01431 -1.85523 -4.79590 0.105
H -1.19747 -3.52507 -4.93504 0.103
H 0.54824 -3.59122 -3.17858 0.105
H 0.47749 -1.99345 -1.31184 0.082

[2]
48
Properties=species:S:1:pos:R:3:lowdin_charge:R:1 method="wB97M-V/def2-TZVPD" gap_ha=0.189 homo_energy_ev=-6.013
Ca -0.05120 0.24644 -0.74387 1.522
S 0.78518 0.82750 2.55281 0.147
O 0.61303 1.99937 3.37494 -0.374
O -0.45813 0.16488 2.90449 -0.399
O 0.76517 1.05507 1.11591 -0.544
O 1.95221 0.03729 2.96057 -0.387
C -1.29093 3.21218 -1.73672 -0.097
O -1.60116 2.03832 -0.94759 -0.216
H -2.12518 3.67932 -2.26009 0.091
H -0.83050 3.95344 -1.08355 0.096
H -0.51734 2.96851 -2.46492 0.056
H -2.05002 2.34303 -0.15558 0.108
C 2.56497 -1.85881 -0.96586 -0.102
O 1.23250 -1.73912 -0.60968 -0.313
C 0.85187 -2.41869 0.56819 -0.173
C -0.69714 -2.48472 0.64730 -0.173
N -1.29441 -1.15167 0.64861 -0.179
C -2.75722 -1.27574 0.53137 -0.187
C -3.53962 -2.12124 1.57406 -0.223
O -3.24513 -1.70351 2.90981 -0.152
C -3.80141 -2.65631 3.81829 -0.095
H 2.97120 -2.86076 -1.10430 0.102
H 3.21412 -1.30995 -0.28362 0.111
H 2.66416 -1.34621 -1.92267 0.078
H 1.25901 -1.88614 1.42768 0.119
H 1.15469 -3.46578 0.57060 0.132
H -0.99027 -3.00757 1.55768 0.131
H -1.06658 -3.10867 -0.16651 0.123
H -1.17645 -0.75972 1.57195 0.039
H -2.95529 -1.66797 -0.46614 0.109
H -3.22151 -0.30204 0.37502 0.109
H -3.32121 -3.16517 1.34910 0.109
H -4.59556 -2.08076 1.30673 0.118
H -3.18775 -3.55431 3.88993 0.083
H -4.71565 -3.09641 3.42007 0.077
H -3.88917 -2.16111 4.78533 0.097
C 3.85781 1.64647 -2.60678 -0.046
C 2.60413 2.13399 -1.93623 -0.466
C 2.20498 3.57892 -2.41038 -0.026
O 1.52719 1.31454 -2.27666 -0.161
H 4.17707 0.65152 -2.29657 0.075
H 4.61530 2.36484 -2.29332 0.095
H 3.76914 1.53484 -3.68742 0.089
H 2.74833 2.02412 -0.86141 0.152
H 3.01736 4.29509 -2.28691 0.083
H 1.53584 3.97857 -1.64838 0.071
H 1.80812 3.66529 -3.42188 0.088
H 1.48538 1.46881 -3.22326 0.103

[3]
79
Properties=species:S:1:pos:R:3:lowdin_charge:R:1 method="wB97M-V/def2-TZVPD" gap_ha=0.247 homo_energy_ev=-12.667 total_charge=+2
Pb -1.19019 -1.13101 -0.73190 1.361
O 4.17849 1.84534 0.14867 0.064
C 4.10414 2.75500 -0.88698 -0.249
C 5.16828 3.56061 -1.21868 -0.013
C 5.11424 4.40942 -2.30513 -0.040
C 3.99161 4.39882 -3.12902 -0.053
C 2.94697 3.54759 -2.84987 -0.008
C 2.97890 2.73994 -1.70757 -0.111
C 1.81666 1.86459 -1.43627 -0.164
O 1.18802 2.29198 0.88964 0.096
N 0.78065 2.13266 -2.12767 0.118
N -0.25539 1.20065 -2.14308 0.021
C -1.26720 1.81503 -2.62110 -0.069
C -2.53399 1.11448 -2.86926 -0.247
C -3.40158 1.77543 -3.73108 0.011
C -4.59511 1.17959 -4.04207 -0.010
C -4.92558 -0.01608 -3.41927 -0.021
C -4.06460 -0.57725 -2.49334 -0.092
N -2.82763 -0.04825 -2.25444 -0.035
H 5.03887 1.94869 0.58868 0.132
H 6.11694 3.53067 -0.64244 0.139
H 5.98426 5.04004 -2.47831 0.124
H 3.93083 5.04674 -3.99456 0.116
H 2.11999 3.51994 -3.52500 0.111
H -1.17702 2.88425 -2.82612 0.146
H -3.04296 2.67077 -4.20113 0.127
H -5.32209 1.60172 -4.74122 0.137
H -5.87639 -0.46011 -3.68224 0.124
H -4.29529 -1.52579 -2.06863 0.097
Cl -1.75746 5.73886 3.16748 0.705
C -1.48013 4.22668 2.36999 -0.649
C -2.58474 3.41053 2.07418 -0.083
C -2.36416 2.21659 1.42102 -0.017
C -1.09449 1.81127 1.01974 -0.339
O -0.70896 0.72992 0.37966 -0.370
C -0.05004 2.65747 1.44671 -0.144
C 1.39843 1.00990 0.67880 -0.084
N 1.86104 0.70221 -0.51382 0.099
C 2.48525 -0.52037 -0.95349 -0.113
C 3.43232 -0.42781 -1.94694 0.033
C 4.20033 -1.55560 -2.27812 -0.033
C 3.95592 -2.78118 -1.73109 0.007
C 3.03565 -2.87572 -0.64122 -0.125
C 2.88312 -4.05850 0.15434 0.031
C 2.17205 -4.02415 1.31775 -0.013
C 1.46844 -2.83994 1.58542 -0.110
N 1.46241 -1.77830 0.81733 0.054
C 2.28125 -1.75417 -0.28721 -0.194
C -0.17502 3.86157 2.06835 -0.007
H -3.54645 3.68834 2.45967 0.110
H -3.22617 1.60547 1.10872 0.122
H 1.36181 0.22386 1.40742 0.152
H 3.66138 0.52261 -2.37280 0.114
H 4.99476 -1.46284 -3.01197 0.125
H 4.57130 -3.60792 -2.04348 0.125
H 3.38787 -4.93870 -0.18133 0.123
H 2.02563 -4.83878 1.99957 0.115
H 0.83501 -2.80047 2.48806 0.091
H 0.68493 4.50459 2.23510 0.140
C -4.71088 -1.99409 1.86432 -0.214
P -3.00018 -2.24870 1.19540 0.797
C -3.04899 -3.84920 0.27180 -0.279
C -1.96315 -2.51316 2.63894 -0.422
C -1.67509 -3.77708 3.13234 -0.067
C -0.83664 -3.90758 4.25555 -0.060
C -0.29747 -2.78557 4.84918 -0.046
C -0.58396 -1.49821 4.29783 -0.056
C -1.39928 -1.38667 3.21230 -0.128
H -5.01454 -2.87521 2.45515 0.067
H -5.45093 -1.92226 1.06644 0.045
H -4.72121 -1.12409 2.49128 0.039
H -3.45553 -4.66167 0.86325 0.052
H -2.05297 -4.11361 -0.05577 0.028
H -3.66875 -3.74469 -0.62656 0.045
H -2.08801 -4.59723 2.63251 0.082
H -0.60937 -4.90244 4.62094 0.118
H 0.41272 -2.82340 5.66391 0.116
H -0.12310 -0.61659 4.70351 0.112
H -1.56778 -0.41946 2.72924 0.094

Energy relative to the best compared isomer or geometry (same formula, charge and spin) values, unit kcal per mole, following the record order: 13.8 32.5 0.0.